A cluster of 2 separate species, CH5N3O2 in total. Source: OMol25; level of theory: wB97M-V/def2-TZVPD.

Results
**Kohn-Sham gap**: 9.54 eV
**Highest occupied orbital energy**: -8.9742 eV
**2S+1**: 1
**SMILES string**: C=[N+]([O-])O.[H]/N=N\[H]
**E_LUMO**: 0.57 eV

Each line ends with the natural charge from an NBO analysis.
CARTESIAN COORDINATES (ANGSTROEM)
C 0.66318 0.53482 -0.19117  -0.253
N -2.94757 0.32131 0.04096  -0.280
N -2.19000 -0.54513 0.38324  -0.286
N 1.91550 0.41425 0.03603  0.369
O 2.19621 -0.83039 0.63702  -0.570
O 2.79511 1.26137 -0.06369  -0.482
H 0.48510 1.40626 -0.75222  0.208
H -0.03265 -0.21026 0.15976  0.231
H -3.66582 0.19120 -0.64514  0.295
H 3.15000 -1.07020 0.37635  0.486
H -2.36906 -1.47323 0.01886  0.283

---

An isolated molecule of CH5N3O3S. Source: OMol25; level of theory: wB97M-V/def2-TZVPD.

Results
**Kohn-Sham gap (spin up / spin down)**: 7.84 / 7.65 eV
**Highest occupied orbital energy (spin up / spin down)**: -7.3545 / -10.3894 eV
**2S+1**: 3
**E_LUMO (spin up / spin down)**: 0.49 / -2.74 eV

Each line ends with the natural charge from an NBO analysis.
CARTESIAN COORDINATES (ANGSTROEM)
C 2.15973 0.44832 0.61270  -0.072
N -1.61401 0.80836 0.13255  0.034
N 3.01047 -0.12970 -0.05350  -0.522
N -2.22885 -0.17417 0.83194  -0.574
O -1.87240 0.73237 -1.16070  -0.572
O 0.27441 -1.24956 0.31133  -0.926
O 0.63101 0.16605 -1.52772  -0.933
S 0.45156 0.15360 -0.09350  1.737
H 2.33841 1.01750 1.53046  0.205
H 2.60321 -0.32892 -0.94275  0.367
H -1.62555 -0.06564 -1.69295  0.492
H -1.65834 -0.34188 1.71205  0.387
H -2.46965 -1.03633 0.34009  0.378

---

Which ΔE to the lowest compared entry with this formula, charge and spin belongs to each record? In order, 488.8 0.0 kJ/mol.